61
Properties=species:S:1:pos:R:3:forces:R:3 method="wB97M-V/def2-TZVPD" total_charge=-1 orbital_gap_ha=0.2561 homo_energy_ev=-4.104 multiplicity=1
Cd 0.664 -0.003 0.280 0.06 0.12 -0.44
C -0.310 3.958 -2.821 0.12 -0.24 0.06
Si -0.656 2.163 -2.271 -0.54 0.40 -0.06
C -1.728 1.410 -3.665 0.30 -0.08 0.15
C -1.852 2.291 -0.815 0.21 0.03 -0.09
N 0.733 1.310 -1.780 -0.05 -0.38 0.26
C 1.738 0.928 -2.602 0.00 0.10 -0.05
C 1.803 1.146 -4.004 -0.08 0.04 0.25
C 2.853 0.706 -4.787 0.12 -0.03 -0.03
C 3.926 0.021 -4.230 -0.01 0.05 -0.11
C 3.928 -0.188 -2.856 -0.01 0.00 0.10
C 2.877 0.266 -2.098 0.13 -0.05 -0.20
F 2.956 0.065 -0.741 0.12 0.01 0.05
H -1.239 4.519 -2.952 -0.04 -0.06 -0.01
H 0.242 4.004 -3.763 0.00 -0.02 0.01
H 0.288 4.475 -2.067 0.00 -0.02 0.01
H -2.651 1.986 -3.772 0.00 0.04 0.05
H -2.004 0.380 -3.420 -0.01 0.01 0.02
H -1.238 1.388 -4.640 0.02 0.02 0.00
H -2.733 2.877 -1.090 0.01 -0.01 -0.06
H -1.380 2.782 0.040 0.00 -0.03 0.03
H -2.191 1.303 -0.497 -0.01 -0.02 0.06
H 0.986 1.691 -4.457 -0.01 -0.02 -0.09
H 2.836 0.911 -5.852 -0.01 -0.03 0.01
H 4.745 -0.334 -4.843 0.00 0.00 0.01
H 4.745 -0.695 -2.359 -0.01 -0.01 0.01
C 3.411 -1.326 2.242 -0.08 -0.02 0.02
N 2.024 -1.703 2.041 0.23 -0.09 0.05
C 1.286 -1.671 3.289 -0.04 0.06 -0.11
C 1.893 -3.000 1.388 -0.10 0.12 -0.01
C 0.613 -3.156 0.586 0.18 0.02 0.01
C -0.045 -4.380 0.619 -0.05 -0.08 -0.08
C -1.125 -4.623 -0.220 0.01 0.01 0.00
C -1.528 -3.630 -1.100 -0.06 -0.07 -0.03
C -0.888 -2.395 -1.088 0.12 0.05 -0.02
C 0.190 -2.106 -0.243 -0.24 0.07 0.00
H 3.949 -2.036 2.895 0.02 0.01 0.00
H 3.454 -0.338 2.703 0.01 0.00 0.01
H 3.919 -1.274 1.279 0.01 -0.02 0.03
H 1.708 -2.368 4.034 0.00 -0.02 -0.02
H 0.247 -1.944 3.100 -0.01 0.03 0.03
H 1.312 -0.661 3.703 -0.05 -0.01 0.01
H 1.973 -3.815 2.128 0.08 -0.03 -0.01
H 2.733 -3.106 0.697 0.00 0.00 0.00
H 0.286 -5.163 1.297 0.05 0.03 0.02
H -1.644 -5.574 -0.186 0.03 -0.01 -0.01
H -2.347 -3.818 -1.786 -0.02 0.04 0.02
H -1.237 -1.631 -1.779 -0.04 0.01 0.04
O -1.606 0.189 2.022 -0.24 -0.11 0.13
B -0.405 0.961 1.979 -0.45 0.00 -0.02
O -0.594 2.036 2.880 0.37 0.16 -0.10
C -1.855 1.943 3.385 -0.26 -0.29 -0.01
C -2.504 2.776 4.270 0.13 0.05 -0.01
C -3.812 2.441 4.618 -0.05 0.01 0.03
C -4.432 1.314 4.094 0.00 0.07 0.03
C -3.768 0.476 3.199 0.05 -0.17 -0.07
C -2.475 0.809 2.860 0.05 0.39 0.24
H -2.020 3.655 4.676 0.03 -0.01 -0.03
H -4.351 3.077 5.308 -0.01 -0.02 -0.01
H -5.450 1.085 4.383 0.00 -0.01 -0.01
H -4.245 -0.406 2.791 0.03 0.01 -0.03

69
Properties=species:S:1:pos:R:3:forces:R:3 method="wB97M-V/def2-TZVPD" total_charge=+2 orbital_gap_ha=0.1758 homo_energy_ev=-12.622 multiplicity=1
Ta -1.616 1.343 0.577 1.24 -0.98 0.25
C -6.290 2.695 2.919 0.02 0.00 -0.04
N -6.015 2.100 1.610 -0.01 0.04 0.07
C -6.958 1.572 0.753 -0.01 -0.01 0.01
C -6.302 1.179 -0.361 -0.04 -0.02 -0.06
N -4.961 1.467 -0.186 0.02 0.04 -0.06
B -3.890 1.183 -1.258 -0.33 -0.24 0.12
N -3.677 -0.325 -1.437 0.06 0.03 0.05
C -3.761 -1.038 -2.615 -0.02 0.05 -0.05
C -3.385 -2.309 -2.354 0.01 -0.03 -0.03
N -3.047 -2.365 -1.016 0.07 -0.01 0.00
C -2.565 -3.557 -0.319 -0.03 0.02 0.00
C -3.224 -1.153 -0.483 -0.04 -0.09 0.05
S -2.911 -0.711 1.172 -0.12 0.28 0.02
C -4.819 2.028 1.018 0.05 0.06 -0.04
S -3.352 2.662 1.700 -0.05 -0.06 -0.07
H -7.253 2.331 3.264 -0.01 0.00 0.00
H -6.317 3.780 2.838 0.00 0.00 0.00
H -5.519 2.395 3.624 0.00 -0.01 0.00
H -8.001 1.524 1.013 0.04 0.01 -0.01
H -6.677 0.726 -1.263 0.02 0.02 0.03
H -4.121 1.717 -2.294 0.16 0.04 -0.02
H -2.763 1.701 -0.879 -0.24 0.32 -0.29
H -4.086 -0.579 -3.534 0.01 -0.01 0.03
H -3.335 -3.177 -2.989 0.00 0.03 0.03
H -2.006 -4.165 -1.025 0.00 0.00 0.00
H -3.403 -4.127 0.076 0.00 0.01 0.00
H -1.912 -3.253 0.495 0.01 0.00 0.00
C 0.969 -2.700 -2.636 -0.06 -0.02 -0.01
Si 2.317 -1.591 -1.969 -0.02 0.06 0.00
C 3.893 -2.527 -1.667 -0.01 -0.06 -0.02
C 2.615 -0.108 -3.057 0.02 -0.03 0.00
C 1.688 -1.017 -0.244 0.04 0.03 0.03
C 2.327 -1.407 0.942 0.04 0.01 0.02
C 1.850 -1.046 2.198 -0.02 -0.03 0.02
C 0.711 -0.278 2.282 0.04 -0.04 -0.03
N 0.078 0.095 1.164 -0.28 0.18 -0.08
C 0.553 -0.251 -0.045 0.02 0.01 -0.13
S -0.486 0.420 -1.345 -0.26 0.41 0.37
H 1.289 -3.161 -3.573 -0.01 0.01 0.01
H 0.047 -2.148 -2.841 0.03 -0.02 0.01
H 0.745 -3.506 -1.931 0.01 0.01 -0.02
H 4.339 -2.801 -2.626 -0.01 0.02 0.02
H 3.738 -3.453 -1.109 0.00 0.04 0.00
H 4.622 -1.915 -1.132 0.03 -0.01 0.00
H 2.764 -0.442 -4.087 0.02 0.00 0.03
H 3.522 0.415 -2.751 0.03 0.06 0.01
H 1.801 0.618 -3.067 -0.01 -0.02 0.01
H 3.231 -2.003 0.882 -0.03 0.02 0.01
H 2.364 -1.347 3.100 0.01 0.01 -0.01
H 0.297 0.057 3.224 0.00 0.00 0.00
S 4.523 3.291 -1.640 0.08 -0.17 0.13
C 3.329 2.963 -0.588 -0.02 -0.08 0.08
S 1.748 3.733 -0.705 0.03 -0.01 -0.04
C 1.249 2.896 0.720 -0.02 -0.07 0.03
N 2.125 2.119 1.234 0.03 0.05 -0.01
N 3.280 2.124 0.517 0.04 0.09 -0.05
C 4.366 1.385 1.113 0.03 0.02 0.00
C 5.300 0.702 0.345 -0.14 0.02 0.13
C 6.313 -0.004 0.981 -0.02 -0.03 -0.07
C 6.393 -0.040 2.363 -0.01 -0.01 0.02
C 5.447 0.637 3.121 0.01 0.00 0.03
C 4.435 1.352 2.503 0.02 0.07 -0.05
S -0.332 3.157 1.478 -0.34 -0.13 -0.21
H 5.253 0.721 -0.727 -0.03 0.08 -0.23
H 7.047 -0.525 0.380 0.00 0.01 0.01
H 7.192 -0.584 2.849 -0.01 0.01 -0.01
H 5.509 0.630 4.202 0.00 0.00 -0.01
H 3.711 1.897 3.092 0.01 0.01 0.00

63
Properties=species:S:1:pos:R:3:forces:R:3 method="wB97M-V/def2-TZVPD" total_charge=-1 orbital_gap_ha=0.2553 homo_energy_ev=-4.505 multiplicity=1
Ca -0.561 0.829 0.080 0.17 0.09 -0.01
O -3.974 2.607 -0.924 -0.07 -0.02 0.05
C -3.295 1.768 -0.346 -0.11 -0.03 -0.52
O -2.602 0.844 -0.962 0.18 0.02 0.35
C -3.149 1.777 1.190 0.01 0.01 0.39
O -4.153 1.794 1.882 0.05 0.01 0.03
O -1.920 1.753 1.590 -0.07 -0.09 -0.30
C -2.267 -1.630 2.260 0.07 -0.04 0.06
C -0.965 -2.057 2.951 0.03 0.04 0.02
C -0.348 -0.890 3.726 0.01 -0.06 -0.07
C -0.090 -2.815 1.955 -0.05 0.03 -0.01
C -0.220 -4.202 1.971 0.01 -0.05 -0.03
C 0.390 -5.005 1.024 0.00 0.04 0.00
C 1.112 -4.404 0.009 -0.02 -0.03 0.02
C 1.278 -3.023 -0.048 0.01 -0.04 -0.04
C 2.041 -2.481 -1.251 0.02 0.06 0.02
C 3.451 -1.981 -0.923 -0.05 -0.04 -0.03
C 1.274 -1.430 -2.061 0.00 -0.09 0.08
C 0.715 -2.215 0.962 0.08 -0.04 0.05
N 0.937 -0.819 0.949 -0.20 0.21 -0.08
C 2.020 -0.370 1.627 -0.01 -0.05 0.08
C 2.944 -1.154 2.360 -0.04 -0.02 0.00
C 4.022 -0.594 3.026 0.03 0.10 0.02
C 4.257 0.777 3.016 0.01 -0.17 0.02
C 3.374 1.585 2.307 -0.02 0.05 -0.05
C 2.320 1.006 1.655 0.00 -0.04 0.00
F 1.463 1.841 0.951 -0.01 -0.08 0.03
H -2.913 -1.077 2.942 -0.01 0.01 0.00
H -2.806 -2.499 1.879 -0.01 0.01 -0.02
H -2.071 -0.969 1.417 -0.02 0.02 -0.05
H -1.246 -2.805 3.701 0.02 -0.01 -0.01
H -0.305 0.018 3.130 0.01 0.03 0.00
H 0.658 -1.127 4.072 0.04 0.01 0.01
H -0.971 -0.675 4.597 -0.01 0.01 -0.01
H -0.832 -4.657 2.743 0.00 0.01 0.01
H 0.277 -6.081 1.059 0.00 -0.01 0.00
H 1.557 -5.018 -0.767 0.01 0.01 -0.01
H 2.165 -3.347 -1.910 -0.01 -0.01 0.01
H 3.422 -1.067 -0.335 0.01 0.01 0.01
H 3.994 -1.774 -1.849 0.01 0.00 0.00
H 4.008 -2.731 -0.358 0.02 0.02 0.01
H 1.379 -0.443 -1.617 -0.01 0.05 0.00
H 0.213 -1.683 -2.131 0.00 0.03 -0.02
H 1.673 -1.368 -3.076 0.00 0.01 -0.01
H 2.792 -2.226 2.392 0.00 0.01 0.00
H 4.693 -1.249 3.569 0.01 0.00 0.00
H 5.098 1.206 3.541 0.01 0.01 0.00
H 3.495 2.659 2.253 -0.01 0.00 0.00
S 0.446 2.485 -2.148 0.01 -0.11 0.09
C -0.905 2.996 -3.062 -0.16 0.06 -0.07
N -0.807 4.164 -3.741 0.03 0.06 0.05
C -1.954 4.922 -4.237 -0.03 -0.04 -0.03
C -3.239 4.343 -3.675 -0.05 0.02 -0.01
C -3.206 2.834 -3.836 0.06 0.08 0.04
N -2.029 2.311 -3.158 0.05 -0.09 -0.09
H 0.054 4.656 -3.574 0.00 -0.03 0.02
H -1.976 4.891 -5.330 0.02 -0.01 -0.01
H -1.835 5.965 -3.937 0.03 -0.01 0.00
H -4.096 4.767 -4.200 0.00 0.01 0.01
H -3.340 4.566 -2.611 0.00 -0.02 0.00
H -3.181 2.561 -4.897 0.00 -0.02 0.01
H -4.069 2.382 -3.357 0.00 -0.02 -0.01
H -2.197 1.562 -2.461 0.00 0.12 0.03

63
Properties=species:S:1:pos:R:3:forces:R:3 method="wB97M-V/def2-TZVPD" smiles="CSCC[C@@H](NC(=O)c1ccc([N+](=O)[O-])cc1Cl)C(=O)OCC(=O)[C@]12C[C@H]3C[C@H](C[C@H](C3)C1)C2" orbital_gap_ha=0.2999 homo_energy_ev=-8.941 multiplicity=1
C -4.807 1.702 2.364 0.50 -0.16 -0.20
H -4.655 2.409 3.174 -0.07 0.06 0.07
H -5.554 2.081 1.674 -0.11 0.02 -0.02
H -5.121 0.735 2.748 -0.13 -0.02 0.08
S -3.265 1.537 1.419 -0.01 0.39 0.17
C -2.113 1.051 2.751 -0.37 0.07 -0.17
C -2.308 -0.359 3.296 0.14 -0.01 -0.09
H -1.691 -0.457 4.191 -0.05 -0.05 0.00
H -3.350 -0.518 3.581 0.04 -0.07 0.04
C -1.888 -1.468 2.324 0.00 -0.21 0.15
N -2.735 -1.504 1.160 0.17 0.05 0.13
C -2.882 -2.630 0.440 -0.22 0.38 0.01
O -2.407 -3.704 0.743 0.20 -0.32 -0.03
C -3.702 -2.452 -0.811 -0.16 -0.12 -0.07
C -3.167 -2.925 -2.006 -0.14 0.10 0.12
C -3.865 -2.812 -3.192 -0.20 0.07 -0.19
C -5.126 -2.230 -3.174 0.66 -0.12 1.14
C -5.697 -1.776 -1.993 -0.05 0.00 -0.29
C -4.979 -1.890 -0.815 0.35 -0.17 -0.34
Cl -5.717 -1.366 0.648 -0.40 0.11 0.20
H -6.686 -1.345 -2.008 0.00 -0.01 0.04
N -5.871 -2.102 -4.407 -0.19 0.03 -0.34
O -5.338 -2.487 -5.423 0.11 -0.10 -0.32
O -6.979 -1.617 -4.345 -0.34 0.14 -0.04
H -3.458 -3.168 -4.126 0.02 0.00 -0.01
H -2.193 -3.388 -1.982 0.08 -0.06 -0.01
H -3.043 -0.604 0.804 -0.10 -0.22 -0.04
C -0.409 -1.310 1.967 -0.23 -0.27 0.30
O 0.475 -1.293 2.781 0.03 0.03 0.02
O -0.220 -1.233 0.648 0.06 0.04 -0.38
C 1.116 -1.007 0.239 0.00 0.06 0.35
C 1.519 0.438 0.533 0.13 -0.39 -0.14
O 0.747 1.180 1.085 0.00 0.11 -0.04
C 2.888 0.882 0.055 -0.22 0.29 0.17
C 2.690 1.435 -1.370 0.12 0.06 -0.03
H 2.331 0.643 -2.032 -0.06 -0.04 -0.07
H 1.939 2.228 -1.352 -0.07 0.00 0.01
C 4.019 1.982 -1.891 -0.03 0.08 -0.30
C 4.505 3.109 -0.982 -0.03 -0.06 0.03
C 4.707 2.564 0.431 0.10 0.15 0.16
C 3.386 2.016 0.961 0.02 0.07 -0.08
H 3.515 1.635 1.976 -0.04 0.00 0.07
H 2.633 2.805 0.996 -0.02 -0.03 0.05
C 5.747 1.446 0.408 -0.05 0.01 -0.02
C 5.258 0.323 -0.505 0.18 -0.21 -0.03
C 5.058 0.863 -1.920 -0.03 0.01 0.05
H 6.004 1.247 -2.307 0.05 -0.01 -0.05
H 4.726 0.061 -2.583 0.02 -0.04 -0.07
C 3.932 -0.237 0.018 0.06 0.05 0.00
H 4.073 -0.644 1.021 -0.02 -0.09 0.05
H 3.608 -1.046 -0.639 -0.03 -0.11 -0.01
H 6.000 -0.483 -0.523 -0.06 0.04 0.01
H 6.702 1.830 0.042 0.08 0.00 0.01
H 5.905 1.063 1.418 0.05 -0.01 0.06
H 5.051 3.371 1.088 -0.03 -0.04 -0.03
H 5.444 3.514 -1.364 0.03 0.06 -0.03
H 3.771 3.918 -0.967 -0.01 0.08 -0.01
H 3.867 2.368 -2.905 0.00 -0.02 0.06
H 1.788 -1.682 0.781 -0.02 0.08 -0.18
H 1.151 -1.213 -0.831 0.07 0.00 0.06
H -1.972 -2.443 2.823 0.09 0.23 -0.08
H -1.120 1.170 2.317 0.02 0.07 0.07
H -2.236 1.784 3.549 0.10 0.01 0.02

59
Properties=species:S:1:pos:R:3:forces:R:3 method="wB97M-V/def2-TZVPD" smiles="COc1ccc(CCCNC(=O)[C@H]2CCC(=O)N(CCc3cccc(F)c3)C2)cc1" orbital_gap_ha=0.3184 homo_energy_ev=-8.104 multiplicity=1
C 4.092 -0.055 1.190 0.06 -0.17 -0.20
H 4.288 0.516 0.276 -0.02 -0.02 0.01
O 3.530 0.752 2.195 -0.23 0.27 0.24
C 2.317 1.328 1.960 -0.05 0.05 0.01
C 1.589 1.200 0.785 0.36 -0.18 0.02
C 0.359 1.824 0.661 -0.06 0.15 0.22
C -0.169 2.590 1.687 -0.06 0.05 -0.25
C 0.577 2.729 2.854 0.06 -0.08 -0.08
C 1.798 2.107 2.995 0.15 -0.11 -0.01
H 2.376 2.210 3.900 0.08 0.01 0.11
H 0.199 3.336 3.665 -0.04 0.07 0.12
C -1.509 3.261 1.543 -0.05 0.05 0.17
H -1.924 3.016 0.563 0.01 0.06 -0.03
C -2.504 2.854 2.637 0.07 -0.23 -0.21
C -2.694 1.341 2.731 0.04 0.16 0.33
N -3.226 0.784 1.507 -0.20 0.36 0.19
C -2.598 -0.184 0.814 -0.50 -0.21 -0.39
O -1.588 -0.732 1.205 0.32 -0.20 0.09
C -3.298 -0.575 -0.498 0.33 -0.28 0.04
C -2.384 -1.545 -1.265 -0.45 -0.11 0.25
N -1.313 -0.826 -1.909 0.19 -0.03 0.20
C -1.607 0.219 -2.712 -0.42 0.01 -0.23
O -0.767 0.896 -3.273 0.24 0.30 -0.20
C -3.098 0.484 -2.796 0.06 0.23 0.00
C -3.643 0.646 -1.373 -0.14 -0.03 -0.12
H -3.193 1.548 -0.951 -0.08 0.01 0.00
H -4.723 0.800 -1.415 0.04 0.08 0.05
H -3.259 1.394 -3.373 0.08 -0.11 -0.02
H -3.595 -0.342 -3.307 -0.02 -0.02 -0.03
C 0.055 -1.108 -1.545 0.29 -0.13 -0.10
H 0.116 -1.190 -0.455 0.02 0.03 -0.08
H 0.649 -0.255 -1.881 -0.01 -0.09 0.11
C 0.594 -2.386 -2.205 -0.04 0.31 0.11
C 2.007 -2.611 -1.756 0.05 -0.14 0.02
C 2.300 -3.495 -0.725 -0.05 -0.02 0.02
C 3.601 -3.668 -0.284 0.00 0.03 -0.01
C 4.636 -2.952 -0.859 0.10 0.13 -0.13
C 4.332 -2.067 -1.877 -0.04 -0.04 0.07
C 3.041 -1.885 -2.335 0.18 0.02 0.03
H 2.850 -1.186 -3.134 0.00 0.11 -0.12
F 5.331 -1.353 -2.441 -0.09 -0.07 0.04
H 5.657 -3.068 -0.533 0.13 0.00 0.02
H 3.811 -4.363 0.514 0.03 -0.06 0.07
H 1.501 -4.057 -0.264 -0.11 -0.06 0.04
H 0.553 -2.266 -3.289 -0.05 -0.05 -0.02
H -0.030 -3.237 -1.924 -0.01 -0.04 -0.04
H -2.970 -2.102 -2.006 0.02 -0.01 0.12
H -1.948 -2.252 -0.559 -0.05 0.02 -0.12
H -4.211 -1.113 -0.220 0.03 0.04 0.00
H -4.076 1.189 1.149 0.08 -0.10 -0.12
H -3.370 1.106 3.561 0.15 -0.02 -0.03
H -1.735 0.848 2.903 -0.15 0.02 0.06
H -3.467 3.332 2.440 -0.03 0.08 0.09
H -2.150 3.207 3.606 -0.06 0.05 0.07
H -1.379 4.346 1.583 -0.07 0.00 -0.09
H -0.188 1.713 -0.264 -0.10 -0.03 -0.14
H 1.969 0.619 -0.040 0.07 -0.09 -0.07
H 5.036 -0.416 1.595 -0.05 -0.01 -0.07
H 3.450 -0.909 0.952 0.01 0.04 -0.01

59
Properties=species:S:1:pos:R:3:forces:R:3 method="wB97M-V/def2-TZVPD" smiles="CCOC(=O)C1=C(CNCc2ccc(C)cc2)NC(=O)N[C@@H]1c1cc(C)ccc1C" orbital_gap_ha=0.2809 homo_energy_ev=-7.591 multiplicity=1
C -2.176 -0.256 4.223 2.75 -7.76 0.66
H -3.020 -0.882 4.694 1.49 1.13 0.23
C -1.911 -1.132 2.884 -1.04 10.82 -0.12
H -2.719 -1.079 2.175 -0.43 -0.02 0.01
H -1.428 -1.943 2.830 3.49 -6.43 0.62
O -0.713 -0.223 2.132 -0.99 -0.75 2.17
C -1.084 0.886 1.408 -0.71 -5.81 -1.09
O -2.266 0.926 1.134 -0.75 2.12 0.90
C 0.066 1.245 0.595 -1.97 4.11 1.62
C -0.180 2.220 -0.372 6.79 -5.13 5.02
N 1.076 2.622 -0.787 -4.17 5.77 -8.59
C 2.370 2.633 -0.371 -2.13 3.18 0.53
O 3.099 3.499 -0.964 -0.50 -3.99 2.76
N 2.322 1.934 0.871 6.14 7.98 -3.94
H 3.271 1.863 1.059 1.90 -0.90 1.71
C 1.449 1.035 1.236 -4.23 -4.24 -10.01
C 1.801 -0.238 0.532 3.37 -5.50 6.52
C 2.045 -0.385 -0.769 0.83 -6.68 -0.54
C 2.420 -1.770 -1.423 0.95 7.10 2.60
C 2.843 -2.689 -0.506 1.73 -4.77 -18.89
C 2.727 -2.670 0.662 -4.14 11.08 15.07
C 2.348 -1.458 1.545 -2.62 -0.12 -9.69
C 2.177 -1.504 2.974 -7.60 -2.41 -2.33
H 1.207 -1.134 3.369 0.64 -0.05 -0.43
H 2.887 -0.955 3.144 7.47 6.11 3.82
H 2.353 -2.445 3.292 0.60 -3.14 1.37
H 2.896 -3.340 1.254 2.19 -8.00 5.94
H 3.173 -3.787 -1.023 -0.60 2.88 1.26
C 2.699 -1.582 -2.846 -4.60 -13.67 0.93
H 1.630 -1.868 -3.332 2.13 0.68 0.46
H 2.974 -0.846 -3.298 3.21 9.20 -3.95
H 3.387 -2.485 -3.335 -1.60 2.04 1.49
H 1.751 0.347 -1.379 -0.86 2.78 -2.74
H 1.377 0.967 2.154 -0.73 -0.97 8.88
H 0.881 3.431 -1.738 1.46 -3.31 3.74
C -1.428 2.498 -0.834 -2.98 6.20 -5.12
N -1.442 2.202 -2.534 3.68 4.92 5.10
H -1.516 3.245 -2.737 -0.64 -2.37 -0.85
C -2.450 1.332 -2.722 -4.80 -0.41 0.82
C -2.211 0.038 -1.841 -7.54 3.25 -1.74
C -3.504 -0.297 -1.135 8.99 -4.52 0.94
C -3.126 -1.511 -0.283 -5.07 1.85 -3.61
C -1.976 -2.225 -0.519 -3.41 2.42 1.40
C -0.988 -1.651 -1.321 0.79 -11.72 7.53
C -1.026 -0.694 -2.031 -8.75 7.93 -0.39
H -0.486 -0.227 -2.610 6.48 3.69 -5.65
H -0.171 -2.229 -1.291 3.47 -2.31 -0.19
C -2.051 -3.454 0.219 8.68 -5.88 -2.56
H -1.896 -4.557 -0.466 -0.96 3.26 1.58
H -2.556 -3.708 1.044 -3.20 0.02 2.45
H -0.949 -3.638 0.764 -1.98 0.61 -1.27
H -4.111 -2.042 0.035 2.10 0.69 0.39
H -4.505 -0.034 -1.253 -1.05 1.28 -0.15
H -3.573 1.879 -2.555 2.34 -1.73 0.26
H -2.492 1.244 -3.757 -0.16 -1.34 -2.20
H -2.298 2.213 -0.217 0.77 -0.31 -0.89
H -1.474 3.763 -0.927 0.05 -3.02 0.59
H -1.159 -0.138 4.815 -2.40 -0.56 -0.92
H -2.532 0.621 3.993 -1.88 4.73 -1.54